C37H106N8O13 | ωB97M-V/def2-TZVPD

```
164
Properties=species:S:1:pos:R:3
O -5.3976 -1.2835 2.8716
H 0.6486 4.8040 3.3236
H 1.5333 0.0160 1.6120
H -0.5459 3.5359 5.0365
H -1.1096 1.5038 3.4433
H -0.2640 1.6043 -5.2465
H 6.3157 0.1164 0.9576
C -3.6787 1.4496 -1.6298
H 0.3152 -1.0137 -4.8862
H -3.0347 -0.1991 0.7114
H 1.2019 -2.2500 -2.0729
H 2.8907 -5.8018 -1.9797
H -2.8269 2.0898 -1.8593
H 3.7852 4.6428 -0.3624
H -3.3934 -3.5033 -2.5304
H -1.0477 -2.0800 -6.4239
H 5.7556 6.7538 -4.1249
H -3.0229 -0.2717 3.1967
C 3.1662 -2.8357 5.1018
H -2.5307 2.4225 2.8054
H 2.5982 3.8968 2.7229
H -3.4098 -4.6634 -3.8559
C -1.7582 -0.8902 -4.8162
O 0.2911 3.1561 -1.7171
H -0.4100 4.0316 2.1427
H -1.3873 3.0997 -3.0418
O 4.1979 5.3523 -3.4863
H -0.2561 5.0840 -4.4764
C 0.4537 3.1224 -4.1636
H 2.5164 -3.7024 4.9799
N -0.0538 2.5783 -5.4115
N -2.0692 4.7052 4.0116
H 6.3920 -1.3955 2.9084
C -2.1179 -2.2218 -4.0962
C 4.7127 6.4479 -4.2077
H -6.2648 -4.6538 2.5634
H 5.7469 -3.7605 -1.8741
H -7.9286 0.5729 1.0517
C 2.9341 -1.8837 -0.9100
H 5.7897 3.1400 -0.6724
H 0.6672 -1.3584 2.3843
C 2.1700 2.9407 2.4219
H -0.2091 0.0866 1.6877
O 5.8339 -2.8410 -1.6227
H -1.2483 3.5140 -0.3684
O -3.4589 -2.7038 -4.4448
C -3.4436 -4.6443 2.3388
H 6.2019 -2.1447 0.8384
C 4.1191 -1.4825 3.2829
H 4.4300 6.5812 -1.7961
C 4.2024 4.4497 -1.3507
H 3.5294 3.0536 -2.7712
H 0.0068 -4.1152 1.3785
H -0.2492 -0.5576 -1.3245
H -4.4668 1.8512 -2.2667
H -2.6530 -1.7628 -6.7093
H -1.6302 -3.5661 2.3275
O 3.4369 -5.3446 -1.3403
C 0.6337 -0.5994 1.6027
C 1.6549 -1.3304 -1.7024
H -5.5303 -5.1085 1.1132
C 5.4185 -1.2978 2.4277
H 5.7498 0.6112 -3.7217
H -2.6197 4.7602 3.1666
H 0.6914 2.5880 -6.0931
C -4.4299 -3.4813 1.9530
N -2.8576 0.7879 0.5903
O 0.4382 -1.3720 0.4198
N -4.6014 -2.4159 3.0587
H 2.6872 -2.5285 -0.0665
C -3.9994 1.4513 -0.0669
H 2.9046 2.1935 2.7221
H 2.8130 5.8508 -2.1523
H -8.5595 1.9717 0.0948
H -3.4758 0.3973 -1.8289
H 6.2668 4.8913 -0.8521
H -3.4076 -2.0623 6.2386
O 0.9275 -3.8546 1.4016
H -4.3478 -2.0575 0.2321
H 6.0654 3.9799 -2.2917
H -1.9612 -1.9533 -3.0514
H 3.7017 -5.1746 0.9578
H 3.6196 -2.9616 6.0850
H -4.9062 -3.7437 -3.5191
N -0.4020 -0.3695 -4.5851
C -7.7378 1.5862 0.6985
C -2.1735 -4.1689 3.0553
O 3.5830 -4.5869 1.7040
C -0.3939 2.6662 -2.9269
H 5.4223 -0.7519 -3.1502
H -3.1542 -4.1245 4.9875
H -7.8238 2.2804 1.5344
C -5.8104 -4.2169 1.6742
H -2.5573 1.7955 4.3532
C -3.8137 -2.9106 0.6504
H 0.9665 -3.0633 0.8643
H -6.5136 -3.5124 1.2300
H 4.0887 7.3263 -4.0426
H -0.0448 -0.0764 -3.6870
H -1.3258 -2.9240 -4.3561
H 5.2587 0.8272 2.1962
H 3.9531 -0.6565 3.9745
O -6.5016 1.8265 -0.0085
H 2.1123 2.9845 1.3343
C -3.4793 -2.1535 4.0574
H 6.7467 -2.6253 -1.8139
H 1.5145 4.8284 -4.8278
H -4.9833 -2.3231 5.5145
H 4.5323 -0.0466 0.8532
C 3.8908 5.6912 -2.1205
H 3.2656 -1.6422 2.6240
H -1.7127 -0.7061 4.2533
H -2.5564 -0.1652 -4.6572
N 3.5093 3.2153 -1.7744
H -3.6365 -3.6554 -0.1255
C -0.3806 2.8831 -0.5616
C -2.5883 -3.4590 4.3355
C 5.3928 -0.0185 1.5217
N 5.5048 -2.3630 1.5359
H -2.8174 4.3567 4.5937
H 2.5595 3.2510 -1.4328
H 4.6312 6.0629 -5.2242
H -1.6146 -0.4240 -6.9439
C -3.8166 -3.7121 -3.5129
H -1.6819 -3.0958 4.8197
H 3.1002 -0.7825 -2.8510
O 0.8879 2.6538 3.0449
H 2.3819 -2.0787 5.1023
H 1.0753 4.7575 -3.2545
H 2.1579 0.4688 -2.3494
H -5.4751 0.8121 1.4891
H -4.0685 2.4883 0.2615
H -3.9389 -5.4434 2.8902
H -1.8948 1.0210 0.3933
H 0.2785 3.0741 0.2853
H -2.8216 -2.5218 0.8799
H -6.0970 -1.3263 3.5278
H 3.5781 -1.0533 -0.6204
H 4.6602 -2.1805 1.0129
C -1.7732 -1.2784 -6.2859
C 0.6960 -0.6345 -0.7872
H -5.5943 -0.0083 0.0136
H 1.1991 0.3170 -0.6149
C -1.0795 3.5997 4.0882
H -0.5092 1.8013 -0.5952
O 5.1946 -0.1556 -3.8635
O 4.2271 -2.6418 4.1726
H 4.3201 -5.3840 -1.7072
H -3.2349 -5.1366 1.3890
H 2.6421 -4.4125 1.7249
H -0.3622 1.5768 -2.9101
C 5.7076 4.0515 -1.2645
C -1.8643 2.2618 3.6529
C -4.0678 -1.7368 5.4347
C 0.0732 3.9030 3.1113
H 1.4361 2.6597 -4.0689
H -4.3114 -0.6906 5.6198
H -1.4368 -4.9033 3.3809
C 0.6511 4.5310 -4.2327
C -2.4187 -1.1153 3.5306
H 3.5248 -2.4647 -1.6183
N 2.1486 -0.4738 -2.7120
C -5.3971 0.9854 0.4158
H -1.8591 -1.5839 2.7211
```

The HOMO energy (alpha / beta) comes out at -9.87 / -9.87 eV. The LUMO energy (alpha / beta) is -2.802 / -6.804 eV. The charge is +1. Its multiplicity is 2. As for the expectation value of S²: 0.755.



C37H108O17 | ωB97M-V/def2-TZVPD

```
162
Properties=species:S:1:pos:R:3
C -8.5226 -26.0259 -6.8870
C -0.2841 -15.1593 -10.8550
H -9.2879 -26.6842 -6.4759
H -6.8278 -18.9505 -5.1058
H 0.2008 -14.9655 -13.0398
H -8.0575 -23.4116 -11.4514
H -11.1221 -14.7552 -7.5271
O -9.3587 -23.9305 1.4865
H -7.1677 -14.9482 -13.3129
C -10.7918 -15.0217 0.2513
H -8.9626 -12.3379 -8.9495
H -0.2712 -17.4178 -10.7677
H -8.0746 -17.7604 -4.9293
C -3.3318 -16.0169 0.5014
H -8.7789 -14.6909 -16.7228
O -16.7152 -17.9347 -4.1981
O -6.6426 -13.4514 -16.2438
H -10.6040 -22.0757 -0.1733
H -9.7308 -13.6465 -7.0841
H -11.1651 -23.7523 -0.3874
C -3.8626 -17.9702 -1.0432
C -9.7939 -19.0888 -12.1821
H -2.9079 -18.4627 -0.8587
H -14.5743 -16.6219 -5.1745
O -5.5639 -16.5397 -0.3262
C -15.1091 -19.5336 -3.2772
O -4.5818 -11.0432 -9.3106
H -3.1723 -15.2985 -0.3027
O -2.7250 -20.4888 -8.0171
H -1.1378 -13.9245 -12.5061
H -4.4156 -11.8925 -2.0167
C -9.0085 -23.5492 0.1626
H -8.4346 -19.4709 -5.4465
H -5.3446 -15.9173 -1.0234
H -12.1728 -18.1308 0.8239
H -8.7116 -24.4860 -0.3089
O -9.8589 -12.3402 -9.2934
H -8.4167 -25.0940 -11.9264
O -10.2550 -19.5419 -13.4721
H -4.4483 -17.7177 1.0684
H -4.6379 -19.4849 -14.3081
H -2.1434 -20.9404 -8.6330
H -5.7002 -9.2191 -10.7136
H -15.6217 -20.4853 -3.4168
H -11.0365 -21.9083 -7.6630
H -9.7850 -19.9522 -11.5169
H -6.8398 -16.3552 -6.5856
C -12.2210 -17.0456 0.7343
H -1.2527 -19.8265 -6.9447
H -5.7734 -14.1091 -13.5656
H -7.0042 -23.5647 -6.3369
C -0.5173 -14.8677 -4.5821
H -12.5673 -16.7541 1.7258
H -7.9249 -27.1781 -4.9981
C -7.9415 -22.4948 0.1318
H -9.6839 -20.2759 -13.7099
H -3.7406 -17.4142 -1.9727
H -15.4320 -19.2010 -2.2907
H -0.6418 -14.6099 -3.5304
H -4.2722 -8.1890 -11.0282
H -6.6122 -15.4131 -15.5183
H -9.6030 -14.3040 -9.5222
H -7.9286 -26.5491 -7.6363
H 0.6209 -16.7168 -9.5723
C -10.3668 -13.6322 -9.1307
C -4.7218 -8.9101 -10.3457
O -5.2713 -13.4239 -3.0954
H -16.6707 -17.4358 -3.3791
C -7.6325 -25.5185 -5.7809
C -6.5096 -24.5084 -6.1068
H -5.6116 -17.5347 -6.8686
C -12.0448 -21.8079 -7.2614
H -9.1465 -16.8585 0.6919
H -7.8269 -22.0833 -0.8710
C -10.9442 -16.5544 0.2663
C -7.0803 -14.4450 -15.3402
H -7.2469 -12.7083 -16.1783
H 0.3772 -14.3327 -10.5952
C -4.3320 -17.1368 0.1535
H -7.2526 -13.0966 -13.5705
C -7.6419 -18.2417 -7.0734
H -2.3923 -16.4370 0.8607
H -6.9430 -22.8592 0.3733
H -4.5135 -13.5106 -3.6784
H -6.2342 -19.3658 -7.9136
C -6.5776 -17.1890 -7.2368
C -0.6524 -14.8903 -12.3656
C -6.8257 -14.0610 -13.8458
H -3.8628 -19.1740 -11.5315
H -3.6756 -15.3122 1.2585
H -10.7546 -16.8001 -0.7786
H -3.3517 -10.5907 -10.8954
H 0.3393 -14.3303 -4.9890
H -3.0565 -19.9699 -13.6223
H -4.9949 -8.2818 -9.4979
C -14.4193 -17.3885 -4.4153
H -12.3223 -20.8239 -7.6392
H -8.5889 -17.9099 -7.4990
H -2.6526 -19.8989 -5.9670
C -3.8389 -10.1183 -10.0424
O -12.8223 -22.8716 -7.6475
H -9.0019 -25.1511 -7.3264
C -2.1398 -20.4342 -6.7661
H -10.2320 -23.0381 -1.5953
H -8.2292 -25.0011 -5.0297
O -7.1308 -26.6543 -5.1276
H -2.0481 -15.8210 -10.6022
O -7.1834 -19.3772 -7.7708
H -9.6411 -23.1233 1.9228
H -12.4620 -13.2024 -9.7428
H -9.8176 -14.7636 -0.1640
C -15.4648 -18.5118 -4.4199
H -5.0939 -11.3664 -3.5595
H -9.0184 -15.4614 -15.0661
H -10.4346 -18.3010 -11.7859
O -4.3116 -18.8823 -12.3285
O -1.4735 -15.2066 -10.1398
H -8.0441 -21.6054 0.7535
H -11.8948 -14.8508 -9.8679
C -10.6665 -13.7702 -7.6293
H -1.5569 -14.8158 -6.2292
H 1.2997 -16.6810 -11.2147
H -15.5849 -18.9870 -5.3934
H -6.1759 -11.8214 -2.2541
H -8.7033 -24.2542 -14.0999
H -11.3869 -13.7377 -11.0489
C -4.1131 -19.8080 -13.4091
H -1.9607 -9.0998 -9.5642
C 0.3898 -16.5627 -10.6263
H -1.9572 -10.6052 -8.9384
C -8.5535 -14.6718 -15.6565
H -14.3687 -16.8387 -3.4755
C -11.5891 -13.8106 -9.9803
H -12.8481 -22.8416 -8.6067
H -4.5608 -20.7624 -13.1321
C -2.6629 -9.7897 -9.0963
O -1.6934 -14.5182 -5.3268
H -0.2602 -15.9248 -4.6495
O -9.9859 -17.1653 1.0426
H -14.0723 -19.8695 -3.2915
H -2.8580 -9.2459 -8.1720
H -6.5760 -16.7780 -8.2463
H -5.8531 -24.7922 -6.9294
C -10.3212 -23.0732 -0.5095
H -11.5585 -14.6291 -0.4165
H -1.9070 -21.4460 -6.4341
C -5.2239 -12.0597 -2.7285
H -1.4204 -15.5412 -12.7836
H -5.9328 -24.2768 -5.2114
H -11.3751 -13.0295 -7.2588
O -8.7898 -23.6956 -13.3239
H -6.9696 -24.1584 -12.5041
H -4.0014 -11.7770 -9.0953
C -8.0335 -24.1326 -12.2684
H -13.0023 -16.7286 0.0435
H -10.8557 -14.5958 1.2526
H -8.7823 -18.6849 -12.1418
C -7.7697 -18.6120 -5.5375
H -9.2072 -13.8317 -15.4223
H -13.4112 -17.7953 -4.4945
H -12.0057 -21.7865 -6.1723
H -4.6609 -18.7017 -1.1683
```

The HOMO energy comes out at -9.85 eV. For the relative energy (zero: lowest compared OMol25 entry of this formula, charge and spin), the calculation gives 5.073 eV. The LUMO energy is -0.165 eV. The charge is 0.



C37H20F4N7O4S4Ti | ωB97M-V/def2-TZVPD

```
77
Properties=species:S:1:pos:R:3
H 2.1685 5.4986 -4.9955
N -0.9523 0.0730 0.2159
H 3.8445 2.4250 -2.5568
N 0.4013 -5.2657 8.0793
H 3.7351 -4.2360 -0.7116
C 1.6395 -5.7841 4.9872
H -1.7671 2.8951 1.3775
H 4.0854 4.5438 -3.7497
N 0.9849 2.0776 0.1716
H 3.3735 0.3644 1.7611
C 0.2608 -3.7489 4.8744
H 0.3155 2.9458 3.3371
H 2.9554 -3.1241 0.4166
H -2.4845 5.7049 -0.6188
N -2.6395 1.5859 3.6602
C 0.7795 -4.7936 5.5702
H -0.8821 4.3987 1.1196
N 1.5728 -4.4858 -2.1320
H -1.7384 -4.3704 -3.8935
H 2.3178 1.5027 3.7066
N 1.0061 -2.4407 -1.5613
C 0.5261 -3.5274 3.4604
C -1.1894 -2.2764 -2.7756
C 0.6837 2.7119 -3.7739
H 3.5216 1.0566 -1.1607
C 2.0177 1.2749 0.3562
C -4.5536 5.3336 -1.0449
C 0.5375 -5.0203 6.9661
C 0.3820 -4.2606 -2.7472
C 0.8427 3.9043 -4.4724
H -4.8521 6.3586 -0.8735
S -1.1411 3.1882 -0.9385
C 2.5770 0.5971 -0.8710
H 0.0022 4.3084 -5.0214
C -1.0982 -1.7025 4.8040
C 3.1304 4.0365 -3.7547
C -3.2278 4.9663 -0.8922
C -1.0545 -0.1718 1.3290
C 0.3683 2.6334 1.2075
N 2.3121 -6.5908 4.5237
O -1.9964 -2.7412 -3.5488
C 0.0371 -2.9800 -2.3745
C 2.0582 4.5675 -4.4566
S -3.3755 1.0016 -1.8051
C -0.9157 3.3404 0.8601
C -0.1636 -5.3934 -3.5595
F 0.3127 -2.3454 1.4981
Ti -1.1248 0.7039 -1.8754
O 0.4994 -6.3958 -3.6470
C -2.0744 0.6559 3.2914
C -1.3003 -0.4062 2.7177
C 2.5302 1.0293 1.6246
H 2.0664 -5.3629 -2.2287
F -1.8794 -0.8342 5.4241
S 1.4967 0.5968 -2.3186
C -3.7784 2.6931 -1.5031
C -5.4910 4.3863 -1.4368
S -0.8871 1.8940 -3.8497
C 0.8218 2.4688 2.5077
H -5.8352 2.3417 -1.9880
C 1.7622 2.1901 -3.0626
C -2.8426 3.6480 -1.1069
O -1.3441 -5.2482 -4.1184
C 2.9867 2.8412 -3.0676
H 3.8188 -2.5030 -0.9938
F -0.9094 -2.8804 6.7573
O -1.2979 -1.0238 -2.3476
C 1.9318 1.6578 2.7070
F 1.2940 -4.3850 2.8161
H -6.5264 4.6702 -1.5674
H 2.7763 -0.4510 -0.6626
C 0.0239 -2.4847 2.7868
C 1.9172 -3.3808 -1.4305
C -5.1078 3.0778 -1.6722
C 3.1747 -3.3060 -0.6354
C -0.8154 -1.4801 3.4028
C -0.6036 -2.7481 5.4840
```

The HOMO energy (alpha / beta) comes out at -10.80 / -10.80 eV. For the relative energy (zero: lowest compared OMol25 entry of this formula, charge and spin), the calculation gives 0.027 eV. The LUMO energy (alpha / beta) is -6.149 / -6.148 eV. The charge is +1.



C37H20N9OSTl | ωB97M-V/def2-TZVPD

```
69
Properties=species:S:1:pos:R:3
H -7.2843 1.9067 1.2237
C 6.1867 -2.2167 0.7464
N -2.1158 -2.9396 -0.3764
N -1.7771 2.3686 -1.6989
C -1.8669 -5.2638 1.0646
H 2.8945 4.8581 -5.0892
C 4.1927 -0.6849 -0.3750
N -2.7158 -0.5185 1.9621
H -4.0023 -2.7194 0.3764
C -6.2921 1.9094 0.7892
C -0.9275 -3.6159 -0.4412
C 2.4818 -1.3688 1.0146
H 0.1322 -5.3055 0.2877
C -1.4625 -2.1827 3.3160
C 5.4660 -0.6044 -0.9145
N 1.8718 -2.0235 1.9574
C -5.3102 1.0787 1.3112
H 0.5537 5.6441 -5.0790
C -3.0598 -4.5390 1.0992
C -1.9659 -3.7196 5.0700
H -1.1582 4.5082 -3.6908
C 2.5592 3.2615 -3.7182
C 0.8256 4.7896 -4.4710
C -1.5750 -1.2016 2.2803
C -4.0561 1.1117 0.7244
H -3.8988 -4.8486 1.7051
H -0.3249 -4.9529 5.7457
H 3.5852 2.9162 -3.7114
C -0.1209 -2.6326 3.3045
H -5.5047 0.4236 2.1509
C -0.6241 -4.1722 5.0565
N 0.4072 1.2809 -1.5612
C 0.5518 -1.9022 2.2740
H -3.4157 -2.3810 4.2177
C 0.2996 -3.6368 4.1903
N -0.3577 -1.0728 1.6973
C -3.7852 1.9564 -0.3477
C 0.2531 3.0572 -2.9384
H 5.6627 0.0464 -1.7568
C 1.6632 1.4917 -2.0470
H -2.6649 -4.1638 5.7688
C 2.1668 4.3394 -4.4769
C 2.9254 -0.0178 -0.7388
C -6.0206 2.7544 -0.2914
C -0.8212 -4.7973 0.3082
O -2.2443 -1.7959 -1.0003
C 1.5908 2.6084 -2.9445
N 1.9701 -0.4511 0.1268
H 7.4685 -1.3463 -0.7410
H -6.8075 3.3905 -0.6776
C -2.8131 0.3721 1.0218
H 4.6827 -2.9342 2.1259
H 6.9846 -2.8126 1.1726
C 4.9096 -2.2928 1.2839
C -2.3905 -2.7304 4.2149
C 3.9170 -1.5179 0.7063
C 6.4623 -1.3824 -0.3420
Tl -0.1913 -0.5149 -0.4470
H -4.5331 3.4383 -1.7072
C -4.7601 2.7886 -0.8716
N -1.8582 0.8122 0.1366
C -0.4688 2.2066 -2.0384
C -3.1488 -3.3794 0.3811
C -0.1317 4.1646 -3.7065
C -2.3719 1.7404 -0.7227
H 1.3277 -3.9766 4.1778
S 0.3511 -2.9426 -1.3666
H -1.7552 -6.1657 1.6516
N 2.8092 0.8398 -1.7204
```

The HOMO energy (alpha / beta) comes out at -3.07 / -3.43 eV. The LUMO energy (alpha / beta) is 1.794 / 1.186 eV. The charge is -1. Its multiplicity is 2. As for the expectation value of S²: 0.808.



Per-record E_tot, eV: -78608.91980, -74919.98641, -134636.06675, -69683.60664